Record 1
{"formula": "C32H33N7O8PSTi", "method": "ωB97M-V/def2-TZVPD", "multiplicity": 4, "orbital_gap_ev": [3.88, 6.42], "total_energy_ha": -3813.54731, "total_charge": -2, "e_above_lowest_kcal_mol": 15.7, "symbols": ["Ti", "O", "N", "C", "C", "C", "C", "C", "S", "H", "H", "H", "H", "O", "C", "C", "O", "C", "C", "O", "C", "O", "O", "C", "P", "C", "C", "C", "C", "C", "C", "C", "C", "C", "C", "C", "C", "H", "H", "H", "H", "H", "H", "H", "H", "H", "H", "H", "H", "H", "C", "N", "C", "C", "C", "N", "C", "C", "O", "H", "H", "H", "H", "H", "H", "H", "H", "H", "H", "H", "H", "N", "C", "N", "N", "C", "N", "H", "H", "H", "H", "O", "C"], "positions_angstrom": [[0.514, 0.854, 0.295], [2.174, 1.123, -0.729], [3.306, 0.503, -0.414], [4.450, 1.140, -0.750], [5.677, 0.577, -0.542], [5.723, -0.701, 0.037], [4.556, -1.331, 0.374], [3.285, -0.736, 0.170], [1.814, -1.474, 0.542], [4.289, 2.111, -1.191], [6.568, 1.120, -0.819], [6.675, -1.183, 0.223], [4.553, -2.316, 0.816], [-3.190, 5.392, -1.550], [-2.428, 4.505, -1.203], [-1.767, 4.322, 0.077], [-1.829, 5.202, 1.131], [-1.025, 3.163, 0.006], [-1.078, 2.554, -1.320], [-0.340, 1.517, -1.529], [-1.959, 3.326, -2.140], [-2.302, 3.211, -3.317], [-0.263, 2.597, 0.890], [-2.343, -3.175, -2.073], [-0.567, -2.879, -1.666], [-0.028, -1.724, -2.972], [1.317, -1.348, -2.968], [1.777, -0.348, -3.806], [0.900, 0.299, -4.666], [-0.435, -0.070, -4.685], [-0.895, -1.075, -3.847], [0.052, -4.505, -2.406], [0.838, -4.634, -3.552], [1.470, -5.832, -3.865], [1.322, -6.941, -3.046], [0.531, -6.839, -1.905], [-0.074, -5.635, -1.589], [-2.503, -3.398, -3.129], [-2.924, -2.300, -1.780], [-2.675, -4.028, -1.479], [1.998, -1.832, -2.277], [2.817, -0.045, -3.760], [1.247, 1.112, -5.291], [-1.133, 0.454, -5.326], [-1.950, -1.315, -3.845], [0.957, -3.784, -4.213], [2.082, -5.896, -4.757], [1.828, -7.870, -3.281], [0.409, -7.695, -1.251], [-0.648, -5.552, -0.671], [0.684, -1.506, 3.818], [-0.050, -0.336, 4.240], [0.139, 0.103, 5.608], [-0.006, 1.606, 5.701], [-1.334, 2.015, 5.098], [-1.498, 1.434, 3.782], [-2.446, 2.096, 2.904], [-0.746, 0.393, 3.315], [-0.781, 0.064, 2.122], [1.751, -1.297, 3.708], [0.311, -1.836, 2.854], [0.539, -2.301, 4.557], [1.140, -0.200, 5.925], [-0.584, -0.399, 6.271], [0.792, 2.085, 5.134], [0.057, 1.932, 6.742], [-1.381, 3.103, 4.994], [-2.167, 1.711, 5.751], [-2.142, 3.121, 2.690], [-3.428, 2.104, 3.390], [-2.509, 1.551, 1.967], [1.328, 5.422, 4.267], [1.363, 4.581, 3.147], [0.999, 5.084, 2.019], [1.809, 3.335, 3.481], [1.825, 2.346, 2.657], [1.885, 1.320, 2.087], [0.732, 6.221, 4.118], [1.164, 4.929, 5.130], [-0.919, 5.286, 1.478], [1.092, 4.384, 1.287], [-2.230, -0.411, -0.316], [-1.081, -0.526, -0.518]], "forces_ev_per_a": [[-0.7, -1.2, 0.9], [1.1, 0.0, -0.8], [0.0, 0.2, -0.1], [-0.1, 0.0, 0.0], [0.0, -0.1, 0.1], [0.0, 0.1, 0.0], [0.0, 0.0, 0.0], [0.1, 0.0, 0.0], [0.1, -0.1, -0.1], [0.0, 0.0, 0.0], [0.0, 0.0, 0.0], [0.0, 0.0, 0.0], [0.0, 0.0, 0.0], [0.1, -0.1, 0.0], [0.0, 0.0, 0.0], [-0.1, 0.2, -0.1], [0.0, -0.1, -0.1], [0.1, 0.0, 0.0], [-0.1, -0.1, 0.0], [0.1, 0.4, -0.3], [0.0, 0.1, 0.0], [0.0, 0.0, 0.0], [-0.3, 0.9, 0.1], [0.0, 0.2, 0.0], [0.2, -0.7, -0.3], [0.0, 0.1, 0.1], [0.0, -0.1, 0.0], [0.0, 0.0, -0.1], [0.0, 0.0, 0.0], [0.0, 0.0, -0.1], [0.0, 0.0, 0.0], [0.3, 0.2, 0.3], [-0.1, 0.1, -0.1], [0.0, -0.1, 0.0], [0.0, 0.0, 0.0], [0.0, -0.1, -0.1], [-0.1, 0.1, 0.0], [0.0, 0.0, 0.0], [0.0, 0.0, 0.0], [0.0, 0.0, 0.0], [0.0, 0.0, 0.0], [0.0, 0.0, 0.0], [0.0, 0.0, 0.0], [0.0, 0.0, 0.0], [0.0, 0.0, 0.0], [0.0, 0.0, 0.1], [0.0, 0.0, 0.0], [0.0, 0.0, 0.0], [0.0, 0.0, 0.0], [0.0, 0.0, 0.0], [0.0, 0.0, -0.1], [0.1, 0.1, -0.1], [-0.1, 0.0, 0.0], [0.0, 0.0, 0.0], [-0.1, -0.1, 0.0], [0.2, 0.1, -0.1], [0.0, 0.0, 0.0], [-0.3, 0.0, 0.0], [0.1, -0.1, 0.2], [0.0, 0.0, 0.0], [0.0, 0.0, 0.0], [0.0, 0.0, 0.0], [0.0, 0.0, 0.0], [0.0, 0.0, 0.0], [0.1, 0.0, 0.0], [0.0, 0.0, 0.0], [0.0, 0.0, 0.0], [0.0, 0.0, 0.0], [0.0, 0.0, 0.0], [0.0, 0.0, 0.0], [0.0, 0.0, 0.0], [0.1, 0.1, 0.0], [-0.1, 0.1, 0.0], [0.0, 0.0, -0.1], [0.0, 0.1, 0.1], [0.1, -0.4, 0.2], [0.0, 0.6, 0.0], [0.0, 0.0, 0.0], [0.0, 0.0, 0.0], [0.0, 0.0, 0.2], [0.0, 0.0, 0.0], [0.2, 0.0, 0.0], [-0.9, -0.2, 0.1]]}

***

Record 2
{"formula": "C32H34AsF6NO3P2S2W", "method": "ωB97M-V/def2-TZVPD", "multiplicity": 2, "orbital_gap_ev": [5.90, 7.16], "total_energy_ha": -5901.51814, "total_charge": 1, "e_above_lowest_kcal_mol": 16.3, "symbols": ["W", "O", "P", "C", "P", "O", "C", "C", "C", "C", "C", "C", "C", "C", "C", "C", "C", "C", "C", "C", "C", "C", "C", "C", "C", "C", "C", "C", "C", "C", "H", "H", "H", "H", "H", "H", "H", "H", "H", "H", "H", "H", "H", "H", "H", "H", "H", "H", "H", "H", "H", "H", "N", "C", "O", "C", "C", "H", "H", "H", "H", "H", "H", "C", "C", "S", "C", "C", "S", "H", "H", "H", "H", "H", "H", "F", "As", "F", "F", "F", "F", "F"], "positions_angstrom": [[0.013, -0.367, -0.064], [0.928, -0.885, -1.938], [1.711, -0.117, -3.007], [1.156, 1.601, -3.120], [-0.581, 1.783, -2.674], [-0.863, 1.195, -1.289], [-1.536, 0.982, -3.945], [-2.636, 0.219, -3.562], [-3.411, -0.409, -4.527], [-3.094, -0.266, -5.871], [-2.004, 0.506, -6.259], [-1.225, 1.129, -5.299], [-0.927, 3.521, -2.643], [-1.539, 4.188, -3.704], [-1.772, 5.552, -3.611], [-1.403, 6.241, -2.463], [-0.801, 5.576, -1.402], [-0.561, 4.215, -1.485], [3.464, -0.131, -2.740], [4.291, 0.869, -3.248], [5.658, 0.803, -3.031], [6.194, -0.256, -2.310], [5.370, -1.253, -1.807], [4.002, -1.199, -2.023], [1.363, -0.892, -4.578], [2.014, -0.462, -5.735], [1.714, -1.048, -6.953], [0.777, -2.073, -7.015], [0.141, -2.514, -5.863], [0.431, -1.924, -4.640], [1.291, 1.981, -4.137], [1.749, 2.208, -2.434], [-2.881, 0.127, -2.511], [-4.265, -1.004, -4.232], [-3.701, -0.754, -6.623], [-1.760, 0.617, -7.307], [-0.373, 1.720, -5.615], [-1.845, 3.650, -4.592], [-2.250, 6.074, -4.429], [-1.595, 7.304, -2.392], [-0.525, 6.117, -0.507], [-0.107, 3.688, -0.652], [3.879, 1.714, -3.791], [6.304, 1.581, -3.417], [7.262, -0.302, -2.138], [5.791, -2.074, -1.242], [3.352, -1.966, -1.622], [2.765, 0.320, -5.688], [2.220, -0.719, -7.851], [0.551, -2.537, -7.967], [-0.580, -3.319, -5.915], [-0.056, -2.261, -3.735], [-3.997, -0.761, 0.907], [-2.778, -1.039, 0.507], [-1.878, -0.169, 0.664], [-2.374, -2.321, -0.124], [-1.078, -2.067, -0.920], [-4.135, 0.054, 1.491], [-4.713, -1.467, 0.885], [-3.187, -2.742, -0.718], [-2.187, -3.009, 0.708], [-1.317, -1.849, -1.961], [-0.462, -2.965, -0.920], [3.650, -1.565, 2.599], [2.769, -0.888, 1.576], [1.537, -1.879, 0.860], [2.894, 0.416, 1.252], [3.864, 1.317, 1.968], [1.962, 1.145, -0.039], [3.645, -2.647, 2.462], [3.283, -1.363, 3.607], [4.679, -1.211, 2.531], [4.895, 1.050, 1.721], [3.741, 1.221, 3.048], [3.708, 2.357, 1.694], [-0.041, 0.700, 1.887], [-0.570, 0.195, 3.635], [-2.139, 0.792, 3.242], [-1.026, -1.332, 2.971], [-1.035, -0.256, 5.205], [1.032, -0.384, 3.830], [-0.077, 1.764, 4.072]], "forces_ev_per_a": [[1.1, 0.4, 0.3], [-0.1, 0.5, -0.5], [-0.3, -0.4, 0.4], [0.2, 0.1, -0.2], [-0.3, -0.1, 0.7], [0.2, 0.0, -0.6], [-0.1, -0.1, -0.2], [0.0, 0.0, 0.0], [0.0, 0.0, 0.0], [0.0, 0.0, 0.0], [0.0, 0.0, 0.0], [0.0, 0.0, 0.0], [-0.1, 0.2, 0.0], [0.0, 0.0, 0.1], [0.0, 0.0, 0.0], [0.0, 0.0, 0.0], [0.0, 0.0, 0.0], [0.0, 0.0, -0.1], [0.2, 0.0, 0.0], [0.0, 0.0, 0.1], [0.0, 0.0, 0.0], [0.0, 0.0, 0.0], [0.0, 0.0, 0.0], [0.0, 0.0, 0.0], [-0.1, -0.1, -0.1], [0.0, 0.0, 0.0], [0.0, 0.0, 0.0], [0.0, 0.0, 0.0], [0.0, 0.0, 0.0], [0.0, 0.0, -0.1], [0.0, 0.0, 0.0], [0.0, 0.1, 0.0], [0.0, 0.0, 0.0], [0.0, 0.0, 0.0], [0.0, 0.0, 0.0], [0.0, 0.0, 0.0], [0.0, 0.0, 0.0], [0.0, 0.0, 0.0], [0.0, 0.0, 0.0], [0.0, 0.0, 0.0], [0.0, 0.0, 0.0], [0.0, 0.0, 0.0], [0.0, 0.0, 0.0], [0.0, 0.0, 0.0], [0.0, 0.0, 0.0], [0.0, 0.0, 0.0], [0.0, 0.0, 0.0], [0.0, 0.0, 0.0], [0.0, 0.0, 0.0], [0.0, 0.0, 0.0], [0.0, 0.0, 0.0], [0.0, 0.0, 0.0], [-0.2, -0.1, 0.3], [0.3, 0.1, -0.1], [-0.5, -0.3, -0.2], [0.1, -0.1, -0.1], [-0.1, -0.2, 0.3], [0.0, 0.0, 0.0], [0.0, 0.0, 0.0], [0.0, 0.0, 0.0], [0.0, 0.0, 0.0], [0.0, 0.1, 0.0], [0.0, 0.0, -0.1], [-0.1, 0.1, -0.1], [0.1, -0.5, 0.3], [-0.6, 0.4, 0.0], [0.0, 0.5, -0.2], [-0.1, -0.1, -0.1], [0.3, -0.1, 0.1], [0.0, 0.0, 0.0], [0.0, 0.0, 0.0], [0.0, 0.0, 0.0], [0.0, 0.0, 0.0], [0.0, 0.0, 0.0], [0.0, 0.0, 0.0], [0.0, -0.4, -0.4], [-0.2, 0.2, 0.1], [-0.1, 0.0, -0.1], [0.0, -0.3, -0.2], [0.0, 0.0, 0.1], [0.2, -0.1, 0.0], [0.1, 0.2, 0.1]]}

***

Record 3
{"formula": "C32H34F6FeN3O3P3Se2", "method": "ωB97M-V/def2-TZVPD", "multiplicity": 6, "orbital_gap_ev": [7.94, 5.36], "total_energy_ha": -9319.62352, "total_charge": 1, "symbols": ["Fe", "C", "O", "C", "C", "O", "C", "C", "O", "C", "H", "H", "H", "H", "H", "H", "H", "H", "H", "H", "H", "H", "H", "H", "Se", "P", "C", "C", "C", "C", "C", "C", "C", "C", "C", "C", "C", "C", "C", "C", "N", "N", "N", "P", "Se", "C", "C", "C", "C", "C", "C", "C", "C", "C", "C", "C", "C", "H", "H", "H", "H", "H", "H", "H", "H", "H", "H", "H", "H", "H", "H", "H", "H", "H", "H", "H", "H", "F", "P", "F", "F", "F", "F", "F"], "positions_angstrom": [[0.539, 0.059, -0.054], [1.405, 3.368, 0.292], [1.320, 2.080, 0.907], [1.113, 2.173, 2.295], [1.352, 0.815, 2.884], [0.374, -0.073, 2.339], [0.515, -1.412, 2.836], [1.576, -2.205, 2.107], [1.266, -2.205, 0.736], [2.031, -3.204, 0.050], [0.509, 3.953, 0.494], [1.497, 3.210, -0.776], [2.289, 3.889, 0.666], [0.090, 2.510, 2.499], [1.817, 2.883, 2.739], [1.252, 0.853, 3.972], [2.359, 0.483, 2.618], [-0.454, -1.882, 2.669], [0.753, -1.389, 3.902], [1.580, -3.227, 2.494], [2.570, -1.764, 2.245], [1.808, -4.185, 0.476], [3.098, -3.000, 0.127], [1.735, -3.186, -0.990], [-4.233, 5.154, -0.145], [-4.866, 3.101, 0.053], [-6.088, 2.683, -1.210], [-5.802, 3.089, -2.514], [-6.722, 2.858, -3.520], [-7.918, 2.215, -3.231], [-8.200, 1.810, -1.934], [-7.293, 2.052, -0.915], [-5.538, 2.829, 1.700], [-4.780, 2.208, 2.685], [-5.269, 2.144, 3.979], [-6.506, 2.692, 4.286], [-7.250, 3.338, 3.307], [-6.762, 3.422, 2.015], [-3.348, 2.209, -0.148], [-2.836, 0.918, -0.322], [-1.493, 1.081, -0.331], [-1.207, 2.367, -0.191], [-2.298, 3.062, -0.087], [-3.449, -0.775, -0.443], [-1.733, -2.032, -0.349], [-4.615, -1.062, 0.925], [-5.978, -0.823, 0.765], [-6.850, -1.059, 1.817], [-6.365, -1.538, 3.025], [-5.007, -1.777, 3.185], [-4.131, -1.539, 2.138], [-4.430, -0.943, -1.952], [-4.308, -0.043, -3.003], [-5.053, -0.235, -4.157], [-5.919, -1.312, -4.255], [-6.023, -2.226, -3.213], [-5.272, -2.051, -2.065], [-4.871, 3.602, -2.725], [-6.511, 3.187, -4.529], [-8.639, 2.039, -4.019], [-9.137, 1.316, -1.712], [-7.528, 1.766, 0.101], [-3.809, 1.793, 2.444], [-4.680, 1.674, 4.754], [-6.887, 2.632, 5.297], [-8.198, 3.797, 3.557], [-7.316, 3.960, 1.253], [-6.354, -0.483, -0.190], [-7.910, -0.878, 1.689], [-7.050, -1.729, 3.841], [-4.636, -2.159, 4.127], [-3.073, -1.748, 2.245], [-3.618, 0.789, -2.927], [-4.955, 0.457, -4.984], [-6.509, -1.452, -5.152], [-6.685, -3.077, -3.302], [-5.322, -2.772, -1.259], [1.634, -1.001, -1.727], [3.003, -0.025, -1.634], [1.871, 1.199, -1.515], [3.026, 0.108, -3.195], [2.800, -0.164, 0.035], [3.920, -1.306, -1.610], [4.176, 0.989, -1.400]], "forces_ev_per_a": [[-0.3, -0.3, 0.5], [0.1, 0.1, -0.2], [0.0, -0.3, -0.2], [-0.1, 0.0, 0.2], [0.1, 0.1, 0.0], [0.1, -0.2, -0.3], [-0.1, -0.1, -0.2], [0.0, 0.4, 0.1], [-0.3, -0.2, -0.2], [-0.2, 0.0, -0.1], [0.0, 0.0, 0.1], [0.0, 0.1, 0.1], [0.0, -0.1, 0.0], [0.0, 0.0, 0.0], [0.0, 0.0, 0.0], [0.0, -0.1, 0.0], [0.0, 0.0, 0.1], [0.0, 0.0, 0.1], [-0.1, 0.0, 0.0], [0.0, 0.0, 0.1], [0.1, -0.1, 0.1], [0.0, 0.0, 0.0], [0.0, 0.1, 0.0], [0.0, 0.0, -0.1], [0.4, 0.6, -0.2], [-0.6, -1.3, 0.2], [0.2, 0.3, 0.1], [0.0, 0.0, 0.0], [0.0, 0.0, 0.0], [0.0, 0.0, 0.0], [-0.1, 0.0, 0.0], [0.0, 0.0, 0.0], [-0.1, 0.2, -0.2], [0.1, -0.1, -0.1], [0.0, 0.0, 0.1], [0.0, 0.0, 0.0], [0.0, 0.1, 0.0], [0.0, 0.0, 0.0], [0.0, 0.0, -0.2], [0.2, 0.2, 0.1], [0.5, 0.3, 0.2], [-0.1, 0.1, -0.2], [-0.2, 0.0, 0.0], [0.2, -0.4, 0.1], [0.1, 0.0, 0.1], [0.1, 0.1, -0.2], [0.1, 0.0, 0.0], [-0.1, 0.1, 0.0], [0.0, 0.1, 0.0], [0.0, 0.0, 0.1], [0.0, 0.0, 0.1], [0.1, 0.1, 0.2], [0.0, 0.0, 0.1], [0.0, 0.0, -0.1], [0.0, 0.0, 0.0], [0.0, 0.0, 0.0], [0.1, 0.0, 0.0], [0.0, 0.0, -0.1], [0.0, 0.0, 0.0], [0.0, 0.0, 0.0], [0.0, 0.0, 0.0], [0.0, -0.1, 0.0], [0.0, -0.1, 0.0], [0.0, 0.0, 0.0], [0.0, 0.0, 0.0], [0.0, 0.0, 0.0], [-0.1, 0.0, 0.1], [-0.1, 0.0, 0.0], [0.0, 0.0, 0.0], [0.0, 0.0, 0.0], [0.0, 0.0, 0.0], [0.0, 0.0, 0.0], [0.0, 0.0, 0.0], [0.0, 0.0, 0.0], [0.0, 0.0, 0.0], [0.0, 0.0, 0.0], [-0.1, 0.0, 0.0], [-0.1, 0.1, 0.0], [-0.3, -0.2, 0.2], [0.0, 0.0, -0.2], [0.0, 0.0, 0.0], [0.0, 0.1, -0.2], [0.1, 0.0, -0.1], [0.1, 0.1, -0.1]]}